[1]
{"formula": "C20H43BeBrF8LiNO15P2S2", "method": "ωB97M-V/def2-TZVPD", "symbols": ["Br", "S", "S", "P", "P", "F", "F", "F", "F", "F", "F", "F", "F", "O", "O", "O", "O", "O", "O", "O", "O", "O", "O", "O", "O", "O", "O", "O", "N", "C", "C", "C", "C", "C", "C", "C", "C", "C", "C", "C", "C", "C", "C", "C", "C", "C", "C", "C", "C", "Be", "Li", "H", "H", "H", "H", "H", "H", "H", "H", "H", "H", "H", "H", "H", "H", "H", "H", "H", "H", "H", "H", "H", "H", "H", "H", "H", "H", "H", "H", "H", "H", "H", "H", "H", "H", "H", "H", "H", "H", "H", "H", "H", "H", "H"], "positions_angstrom": [[4.352, -2.390, 1.491], [4.850, 0.259, -1.002], [7.960, 4.773, -1.181], [-3.264, -4.953, 1.069], [-4.944, -0.128, -0.935], [-8.290, -1.776, -2.311], [-6.806, -3.094, -1.448], [-6.959, 0.833, 0.631], [-6.982, -1.824, 0.981], [-8.839, -0.913, 0.367], [-8.823, -3.143, -0.736], [-7.587, 0.684, -1.442], [-3.988, 5.527, -2.453], [6.601, 4.616, -1.640], [3.747, 1.082, -0.452], [-3.913, -5.253, -0.403], [-2.593, -5.581, 2.419], [-4.742, -4.830, 1.779], [0.992, -7.825, 4.835], [0.437, 0.681, -1.469], [-1.010, -7.279, 5.212], [-2.642, -3.644, 0.889], [0.586, -6.383, 6.462], [3.838, 1.776, 3.103], [3.519, -0.215, 2.319], [4.478, 2.967, -4.841], [9.057, 4.093, -1.819], [-0.602, 1.267, 0.404], [3.202, 0.946, 2.457], [6.377, 1.075, -0.548], [-5.320, -5.952, 2.432], [-7.845, -2.317, -1.182], [8.326, 6.524, -1.088], [-3.477, 2.268, -1.616], [0.206, -7.125, 5.545], [-0.244, 0.330, -0.541], [-2.014, 1.523, 0.411], [4.948, 0.671, -2.744], [-7.583, -1.268, -0.072], [-2.369, 2.605, -0.622], [-4.661, -6.453, -0.635], [-4.792, 1.814, -0.972], [-2.208, -6.986, 2.447], [-6.866, 0.027, -0.490], [8.009, 4.463, 0.589], [8.392, 5.797, 1.244], [-0.666, -1.094, -0.365], [1.962, 1.400, 1.775], [7.898, 6.921, 0.322], [-2.931, 4.798, -1.089], [3.765, 4.763, -5.912], [-2.594, 3.547, -0.050], [3.515, 3.080, -4.867], [4.048, 0.301, -3.231], [-5.600, 2.258, -1.558], [6.497, 0.998, 0.532], [7.218, 0.584, -1.040], [-4.218, -7.315, -0.135], [-3.536, -0.236, -1.353], [1.134, 0.819, 2.168], [-2.221, -7.425, 1.445], [5.824, 0.207, -3.198], [6.325, 2.125, -0.844], [4.766, 3.531, -4.103], [-4.990, -1.571, -0.806], [-2.891, -7.536, 3.091], [-4.912, -6.900, 2.075], [-4.576, -0.074, 0.494], [-5.690, -6.319, -0.295], [-4.668, -6.640, -1.707], [7.966, 5.877, 2.242], [2.093, 1.230, 0.714], [7.786, 7.052, -1.871], [-1.755, -1.137, -0.397], [-1.206, -7.068, 2.853], [-6.393, -5.944, 2.239], [-1.454, 2.790, -1.197], [-5.151, -5.878, 3.508], [-3.709, 3.213, -2.160], [1.829, 2.455, 1.987], [9.478, 5.860, 1.344], [4.998, 1.752, -2.839], [-5.320, -0.155, -2.359], [8.738, 3.684, 0.791], [7.018, 4.133, 0.897], [8.311, 7.888, 0.605], [9.400, 6.643, -1.225], [6.810, 6.990, 0.376], [-3.134, 1.587, -2.395], [-4.845, 2.252, 0.029], [-2.566, 0.596, 0.283], [-0.297, -1.675, -1.200], [-0.319, -1.522, 0.572], [-2.248, 1.887, 1.409]], "forces_ev_per_angstrom": [[0.8385, -1.7082, -0.7932], [-0.0756, -0.8378, 0.1745], [0.1875, 0.0546, 0.3149], [-2.8714, 4.6696, 2.2362], [0.9159, -0.2424, 0.0116], [0.1221, 0.2187, -0.0967], [0.2371, 0.1546, -0.1071], [-0.2397, -0.0699, 0.1399], [0.3403, -0.3386, -0.1781], [-0.1714, -0.0954, -0.1698], [-0.0261, -0.0538, -0.0156], [-0.2701, -0.3205, -0.2104], [2.2946, -1.4900, 2.9299], [0.0586, -0.0670, -0.2817], [0.1336, 0.4424, -0.2211], [1.7950, -2.3390, 0.3130], [0.5121, -2.2697, -2.2850], [-0.1512, -0.3024, -0.2855], [0.1864, 0.1635, 0.2206], [-0.0335, 0.3248, 0.0868], [-0.0352, 0.1985, 0.3403], [0.6143, -0.2043, -0.3690], [0.0154, -0.0084, 0.0636], [0.0507, 0.1589, -0.0245], [-0.8338, 1.8864, 0.9115], [-0.2148, 1.3942, -0.7679], [-0.1617, -0.0808, -0.2335], [-0.5435, -0.1831, -0.0828], [0.0735, -0.1994, -0.1978], [0.2654, 0.2818, 0.0798], [0.1376, 0.3190, 0.1744], [-0.3382, -0.7329, 0.5006], [-0.0564, 0.3153, 0.1966], [-0.8202, 1.0063, 0.2225], [-0.1892, -0.4379, -0.5079], [0.8293, -0.3027, -0.7791], [0.1908, 0.3767, 0.8789], [0.0609, 0.1374, -0.1409], [-0.7753, 1.0443, -0.1805], [0.4206, -1.1946, -1.0812], [-0.1609, 0.1392, -0.0813], [0.1721, 0.3256, -0.5211], [0.1404, 0.0529, 0.0597], [1.0773, 0.3767, 0.7695], [-0.0067, 0.1292, 0.3600], [0.0213, 0.0567, -0.0839], [-0.5313, 0.2455, 0.1174], [-0.0965, 0.1639, 0.2518], [-0.0230, -0.1104, 0.0516], [-2.3351, 1.3877, -3.1320], [0.3552, -0.0544, -0.1284], [-0.0630, 0.0479, 0.4596], [-0.2760, -0.8524, 0.6428], [-0.0459, -0.0225, 0.0874], [-0.1883, -0.1596, 0.0431], [-0.1282, -0.1231, 0.0085], [-0.0296, -0.0510, -0.0060], [-0.0424, -0.0439, -0.0525], [0.0182, -0.0103, 0.1703], [0.0663, -0.0986, 0.0175], [0.0055, 0.0130, -0.0022], [0.0166, -0.0191, 0.0486], [-0.0502, -0.0106, -0.0259], [0.0831, -0.3514, 0.2393], [-0.2213, 0.0183, -0.3016], [0.0220, 0.0541, 0.0410], [-0.0759, -0.0443, 0.0937], [-0.2554, -0.0595, 0.0480], [0.0319, 0.0129, 0.0534], [0.0618, 0.0695, -0.0120], [-0.0144, -0.0275, 0.0015], [0.0285, -0.1304, 0.0228], [-0.0110, -0.1319, -0.0861], [-0.0480, -0.2451, 0.2058], [-0.0047, 0.0831, 0.0451], [-0.0082, 0.0324, -0.0277], [0.1501, 0.2477, 0.1887], [0.0380, -0.0959, 0.0058], [0.1315, -0.1233, -0.2309], [0.0104, 0.0088, 0.0384], [0.0055, 0.0006, -0.0218], [0.0353, 0.0194, 0.0298], [-0.1813, 0.0808, -0.0193], [-0.0643, -0.1044, -0.1408], [-0.0292, -0.0374, -0.1120], [-0.0057, 0.0098, -0.0042], [0.0078, -0.0692, -0.0353], [-0.0051, 0.0149, -0.0314], [0.1817, -0.1699, 0.1091], [-0.1708, -0.2350, 0.1614], [-0.2571, 0.1142, -0.2944], [0.1703, 0.0043, -0.0310], [-0.0257, 0.0685, 0.1196], [0.0512, -0.0649, 0.1041]], "mulliken_charge": [-0.701, 0.496, 1.126, 0.901, 0.546, -0.266, -0.210, -0.365, -0.233, -0.353, -0.293, -0.325, -0.564, -0.628, -0.653, -0.346, -0.307, -0.299, -0.467, -0.606, -0.496, -0.406, -0.515, -0.670, -0.388, -0.574, -0.702, -0.420, 0.907, -0.682, -0.781, 0.642, -0.697, -0.835, 0.822, 0.869, 0.143, -0.777, 0.556, -0.265, -0.646, -1.018, -0.591, 0.448, -0.604, -0.696, -0.876, -0.631, -0.582, 0.175, 0.171, 0.289, 0.305, 0.347, 0.559, 0.395, 0.455, 0.296, -0.080, 0.369, 0.299, 0.427, -0.115, 0.388, -0.331, 0.280, 0.349, -0.210, 0.244, 0.268, 0.330, 0.242, 0.400, 0.035, 0.177, 0.253, 0.472, 0.262, 0.386, 0.214, 0.305, -0.033, -0.093, 0.393, 0.371, 0.347, 0.332, 0.299, 0.369, 0.291, -0.362, 0.452, 0.277, 0.412], "lumo_energy_ev": -0.12, "charge": -2, "gap_ev": 1.0, "spin_multiplicity": 1}


[2]
{"formula": "C20H43CuF3O8P2S3", "method": "ωB97M-V/def2-TZVPD", "symbols": ["Cu", "S", "S", "S", "P", "P", "F", "F", "F", "O", "O", "O", "O", "O", "O", "O", "O", "C", "C", "C", "C", "C", "C", "C", "C", "C", "C", "C", "C", "C", "C", "C", "C", "C", "C", "C", "C", "H", "H", "H", "H", "H", "H", "H", "H", "H", "H", "H", "H", "H", "H", "H", "H", "H", "H", "H", "H", "H", "H", "H", "H", "H", "H", "H", "H", "H", "H", "H", "H", "H", "H", "H", "H", "H", "H", "H", "H", "H", "H", "H"], "positions_angstrom": [[-0.586, -0.036, -0.134], [1.147, 1.002, -3.006], [-2.304, -1.114, -1.250], [-5.147, -1.074, -0.348], [2.120, 0.460, 1.716], [1.743, -2.232, 0.456], [-2.334, 2.046, -1.129], [-1.501, 2.462, 0.815], [-0.268, 2.641, -0.960], [-3.058, -0.209, 1.008], [1.993, -3.084, 1.770], [3.026, 1.733, 1.493], [0.326, -1.869, 0.269], [2.446, 0.035, 3.193], [1.252, 0.125, -1.781], [0.671, 0.644, 1.504], [2.288, -3.055, -0.767], [1.993, 3.858, 1.003], [-3.970, 0.251, 2.003], [2.815, -0.805, 0.633], [1.413, -4.758, 3.366], [-1.232, 1.832, -0.363], [3.986, -1.386, 4.335], [3.995, 1.126, 4.670], [4.563, -3.704, -0.055], [3.317, -4.077, -0.835], [-3.551, -0.752, -0.122], [3.983, 2.988, -0.304], [2.728, -5.408, -0.418], [-0.489, -0.980, -4.062], [-0.393, 0.516, -3.811], [3.694, 0.918, -4.050], [0.237, -2.533, 3.376], [0.854, -3.628, 2.533], [2.685, 2.661, 0.398], [3.809, -0.022, 3.703], [2.325, 0.274, -4.184], [-0.127, -1.531, -3.193], [-3.345, 0.692, 2.774], [4.104, 0.766, -3.050], [-0.126, -1.714, 2.757], [3.303, -1.499, 5.177], [2.005, 2.141, -0.278], [1.804, -5.604, -0.959], [1.923, 0.373, -5.193], [5.338, -4.448, -0.238], [5.007, -1.502, 4.701], [3.274, 1.044, 5.484], [0.968, -2.147, 4.087], [3.778, -2.174, 3.611], [3.784, 3.657, -1.143], [4.496, 0.094, 2.860], [-0.609, -2.938, 3.934], [-1.168, 0.853, -3.119], [5.000, 1.103, 5.092], [4.389, 0.484, -4.768], [3.809, -1.102, 0.971], [3.557, -4.105, -1.899], [0.130, -3.998, 1.805], [1.071, 3.552, 1.496], [-4.644, 0.996, 1.581], [0.081, -1.284, -4.940], [1.837, -5.548, 2.748], [2.527, -5.419, 0.653], [2.888, -0.357, -0.362], [2.346, -0.787, -3.927], [0.614, -5.191, 3.969], [-4.559, -0.578, 2.395], [2.649, 4.354, 1.720], [2.184, -4.384, 4.040], [-0.471, 1.118, -4.719], [3.848, 2.078, 4.164], [-1.531, -1.260, -4.208], [4.456, 2.084, -0.690], [4.677, 3.483, 0.376], [4.362, -3.684, 1.017], [1.729, 4.564, 0.216], [3.645, 1.992, -4.233], [3.436, -6.208, -0.642], [4.949, -2.735, -0.372]], "forces_ev_per_angstrom": [[-0.0384, -0.0545, 0.0143], [-0.0234, 0.0268, -0.2860], [0.0071, 0.0061, 0.0224], [-0.0943, 0.0140, -0.0482], [0.0074, 0.0547, -0.0015], [0.0299, -0.0785, 0.1189], [-0.0276, -0.0421, 0.0053], [0.0029, -0.0179, 0.0407], [0.0849, -0.0009, 0.0096], [0.0468, 0.0525, -0.0407], [-0.0015, 0.0496, -0.0694], [-0.1302, -0.0310, -0.0293], [-0.0932, 0.0229, -0.1620], [0.0225, -0.0226, 0.0594], [0.2037, 0.0380, 0.1926], [0.0823, 0.0049, -0.0660], [0.0503, 0.0482, 0.0044], [-0.0317, -0.0139, -0.0488], [-0.0311, 0.0217, 0.0023], [0.0599, 0.0150, -0.0076], [-0.0358, -0.0268, 0.0099], [-0.0500, 0.1221, -0.0210], [0.0195, -0.0012, -0.0204], [0.0124, 0.0018, -0.0081], [-0.0070, 0.0101, -0.0097], [-0.0367, -0.0397, 0.0155], [0.0584, -0.1042, 0.0815], [-0.0264, 0.0039, -0.0577], [0.0735, -0.0475, -0.0084], [-0.0120, -0.0089, -0.0188], [0.0059, -0.0305, 0.0405], [0.0211, 0.0175, 0.0446], [-0.0120, -0.0184, -0.0128], [0.0129, 0.0321, 0.0196], [0.0777, -0.0358, 0.0503], [-0.0318, -0.0232, 0.0040], [-0.1056, -0.1117, 0.1286], [-0.0098, -0.0146, 0.0040], [0.0031, 0.0070, 0.0133], [-0.0100, -0.0075, 0.0114], [0.0029, 0.0068, 0.0186], [-0.0146, -0.0018, 0.0013], [-0.0212, 0.0133, -0.0338], [-0.0167, 0.0116, 0.0007], [-0.0289, 0.1251, 0.0069], [-0.0121, -0.0122, -0.0075], [0.0068, 0.0091, 0.0022], [-0.0100, 0.0028, 0.0052], [0.0095, 0.0238, -0.0026], [0.0004, -0.0034, 0.0038], [0.0075, 0.0022, -0.0009], [0.0240, 0.0035, 0.0166], [-0.0040, -0.0221, -0.0136], [0.0035, -0.0091, 0.0208], [0.0105, -0.0055, -0.0050], [0.0140, -0.0128, 0.0129], [-0.0091, 0.0052, 0.0191], [-0.0119, 0.0136, 0.0106], [-0.0162, -0.0123, 0.0197], [-0.0170, -0.0081, 0.0239], [0.0008, -0.0089, 0.0169], [0.0098, 0.0008, 0.0022], [0.0158, 0.0098, -0.0044], [-0.0202, 0.0057, -0.0118], [-0.0303, -0.0160, -0.0295], [-0.0012, -0.0050, -0.0412], [-0.0032, -0.0027, -0.0001], [0.0089, 0.0077, 0.0004], [0.0017, -0.0030, 0.0103], [0.0125, 0.0056, -0.0043], [0.0255, 0.0069, -0.0039], [-0.0070, 0.0056, 0.0011], [-0.0001, 0.0079, -0.0187], [0.0007, 0.0001, 0.0006], [-0.0047, 0.0007, 0.0203], [-0.0013, 0.0154, 0.0159], [0.0031, 0.0076, -0.0127], [-0.0029, 0.0069, -0.0139], [-0.0038, -0.0023, 0.0067], [0.0050, 0.0095, -0.0094]], "mulliken_spin": [0.446, 0.001, 0.187, 0.016, 0.040, 0.008, 0.005, 0.010, 0.012, 0.006, 0.001, 0.000, 0.018, -0.003, 0.007, 0.005, 0.002, 0.001, 0.000, 0.001, 0.000, 0.241, 0.000, 0.000, 0.000, 0.000, -0.014, 0.000, 0.000, 0.001, -0.004, 0.000, -0.002, 0.001, -0.003, 0.001, 0.000, 0.000, 0.000, 0.000, 0.001, 0.000, 0.014, 0.000, 0.000, 0.000, 0.000, 0.000, 0.000, 0.000, 0.000, 0.000, 0.000, 0.001, 0.000, 0.000, 0.000, 0.000, -0.001, -0.001, 0.000, 0.000, 0.000, 0.000, 0.001, 0.000, 0.000, -0.001, 0.000, 0.000, 0.000, 0.000, 0.000, 0.000, 0.000, 0.000, 0.000, 0.000, 0.000, 0.000], "lumo_energy_ev": [0.19, 0.19], "gap_ev": [7.1, 7.2], "s2": 0.754, "spin_multiplicity": 2}


Table of electronic energy (Ha), in record order: -6845.028821, -5207.340972